1.
ORCA calculation (the ωB97M-V functional and the def2-TZVPD basis) on a molecular structure, C27H44BrNOP2SZr at a distorted geometry.

Orbital gap = 0.1767 Eh
Total charge = +4
E_LUMO = -14.526 eV
Energy = -4885.46028 Eh
Energy relative to the best compared isomer or geometry (same formula, charge and spin) = 0.00 kJ/mol
Highest occupied orbital energy = -0.7105 hartree

CARTESIAN COORDINATES (ANGSTROEM)
C 0.16 6.46 -3.38
C 0.08 5.10 -3.77
C -0.31 4.93 -5.13
C -0.93 5.94 -5.85
N -1.00 7.19 -5.40
C -0.40 7.47 -4.23
C 0.37 3.85 -3.00
C 0.49 2.67 -3.62
C -0.48 1.96 -4.50
C -0.05 0.71 -5.00
C -1.01 -0.10 -5.60
C -2.37 0.09 -5.33
C -2.80 1.38 -4.96
C -1.83 2.38 -4.71
Zr 0.45 1.90 -1.65
P 2.28 0.03 -1.69
H -0.24 3.97 -5.62
H 0.65 6.81 -2.47
H -1.38 5.67 -6.81
H -0.38 8.54 -3.91
H -2.08 3.44 -4.63
H 1.02 0.42 -4.93
H -3.88 1.61 -4.87
H -0.63 -0.89 -6.25
C 1.74 -1.01 -0.23
C 2.31 -2.42 -0.06
H 0.64 -1.05 -0.29
H 1.98 -0.43 0.68
H 2.03 -2.81 0.93
H 1.95 -3.12 -0.82
H 3.41 -2.43 -0.11
C 2.72 -0.98 -3.14
C 3.72 -0.33 -4.11
H 1.80 -1.26 -3.67
H 3.12 -1.96 -2.81
H 3.61 -0.81 -5.10
H 3.57 0.75 -4.23
H 4.74 -0.54 -3.78
C 3.88 0.70 -1.05
C 4.91 -0.35 -0.64
H 3.64 1.31 -0.16
H 4.31 1.39 -1.80
H 5.88 0.11 -0.41
H 4.59 -0.89 0.26
H 5.08 -1.12 -1.41
Br -1.48 0.13 -2.21
P -2.23 -2.84 -3.61
C -0.43 -2.80 -3.72
C 0.20 -4.20 -3.93
H -0.05 -2.36 -2.78
H -0.10 -2.14 -4.54
H 1.28 -4.16 -3.78
H -0.22 -4.94 -3.24
H 0.02 -4.61 -4.93
C -3.40 -2.83 -2.22
C -4.68 -3.68 -2.43
H -3.64 -1.77 -1.99
H -2.87 -3.26 -1.35
H -5.28 -3.68 -1.51
H -5.33 -3.37 -3.24
H -4.40 -4.71 -2.64
C -3.19 -2.35 -5.00
C -2.94 -3.17 -6.25
H -3.03 -0.85 -5.30
H -4.28 -2.30 -4.78
H -3.24 -2.64 -7.17
H -1.87 -3.44 -6.37
H -3.50 -4.11 -6.23
C 0.59 3.78 2.49
S 0.63 2.07 1.94
C -1.08 1.61 2.36
O 0.61 2.33 0.33
H 0.83 3.85 3.56
H -0.45 4.12 2.34
H 1.35 4.34 1.91
H -1.68 2.53 2.47
H -1.53 0.92 1.64
H -1.05 1.13 3.35

2.
ORCA calculation (the ωB97M-V functional and the def2-TZVPD basis) on 2 unconnected molecules or ions with the total composition C5H13NO2 at a distorted geometry.

Orbital gap = 0.3430 Eh
Total charge = 0
E_LUMO = 0.594 eV
Energy = -403.53816 Eh
Energy relative to the best compared isomer or geometry (same formula, charge and spin) = 100.96 kJ/mol
Highest occupied orbital energy = -0.3212 hartree

CARTESIAN COORDINATES (ANGSTROEM)
C -0.95 0.96 1.89
C 0.45 1.22 1.26
N 0.45 1.41 -0.24
C 1.76 1.09 -0.84
H -1.45 0.00 1.48
H -0.92 0.93 2.97
H -1.57 1.83 1.57
H 0.99 2.08 1.74
H 1.01 0.31 1.43
H 0.11 2.36 -0.43
H -0.21 0.65 -0.66
H 2.57 1.74 -0.47
H 1.67 1.11 -1.92
H 1.98 0.01 -0.58
O -0.79 -0.45 -1.51
C -0.49 -1.49 -0.82
O 0.28 -1.50 0.20
C -1.11 -2.82 -1.22
H -1.78 -2.70 -2.09
H -0.31 -3.55 -1.38
H -1.69 -3.20 -0.39

3.
ORCA calculation (the ωB97M-V functional and the def2-TZVPD basis) on a single C5H11ClN2 molecule at a distorted geometry.

Orbital gap = 0.3728 Eh
Total charge = 0
E_LUMO = 0.886 eV
Energy = -766.75550 Eh
Energy relative to the best compared isomer or geometry (same formula, charge and spin) = 136.32 kJ/mol
Highest occupied orbital energy = -0.3402 hartree

CARTESIAN COORDINATES (ANGSTROEM)
C 0.43 1.71 1.31
C -0.24 -0.56 1.19
C -0.21 -0.14 -0.25
C 0.51 -1.04 -1.28
C -1.30 0.73 -0.89
H 0.83 2.51 0.65
H 0.98 1.84 2.24
H -0.65 1.99 1.44
H -1.08 -0.27 1.86
H 0.09 -1.56 1.38
H 1.05 -0.31 -1.97
H -0.23 -1.48 -1.98
H 1.07 -2.70 -0.33
H 2.05 -1.39 -0.09
H -1.09 1.10 -1.80
H -1.70 1.46 -0.24
N 0.74 0.44 0.72
N 1.52 -1.92 -0.79
Cl -2.75 -0.40 -1.18